# 1
10 unconnected molecules or ions with the total composition C23H41N13O9 at a distorted geometry. Source: the OMol25 dataset; level of theory: wB97M-V/def2-TZVPD.

Kohn-Sham gap, eV: 8.1
HOMO, Ha: -0.2946
SMILES string: Oc1ccc(O)cc1.Oc1ccc(O)cc1.NC(N)=O.NC(N)=O.NC(N)=O.NC(N)=O.NC(N)=O.CC#N.CC#N.CC#N

Geometry as XYZ:
```
86
C23H41N13O9 wB97M-V/def2-TZVPD
O 12.285 -10.253 -7.617
C 13.386 -10.790 -8.255
C 13.915 -10.074 -9.317
C 15.080 -10.663 -9.926
C 15.527 -11.863 -9.505
O 16.678 -12.314 -10.041
C 14.903 -12.555 -8.479
C 13.745 -12.063 -7.923
H 12.004 -9.464 -8.087
H 13.496 -9.141 -9.664
H 15.594 -10.262 -10.787
H 16.959 -13.182 -9.745
H 15.259 -13.509 -8.121
H 13.078 -12.525 -7.211
O 6.124 -4.536 -12.689
C 7.433 -4.722 -12.816
C 7.915 -5.971 -13.218
C 9.159 -5.987 -13.648
C 10.067 -4.932 -13.595
O 11.321 -5.099 -14.094
C 9.627 -3.763 -13.040
C 8.290 -3.683 -12.593
H 5.566 -5.098 -13.233
H 7.347 -6.871 -13.399
H 9.495 -6.886 -14.144
H 11.762 -4.304 -13.784
H 10.395 -3.006 -13.100
H 7.828 -2.798 -12.182
N 11.664 -15.362 -11.654
C 12.351 -14.587 -10.929
N 12.700 -13.471 -11.590
O 12.516 -14.766 -9.734
H 11.669 -15.202 -12.651
H 11.466 -16.272 -11.263
H 13.248 -12.693 -11.252
H 12.523 -13.387 -12.581
N 9.963 -6.697 -10.282
C 11.010 -6.976 -9.560
N 11.438 -5.825 -9.007
O 11.351 -8.105 -9.257
H 9.523 -7.474 -10.754
H 9.878 -5.756 -10.639
H 10.893 -4.980 -9.101
H 11.905 -5.795 -8.112
N 6.092 -8.435 -10.435
C 6.657 -9.496 -10.022
N 6.118 -10.660 -10.383
O 7.753 -9.442 -9.468
H 5.566 -8.570 -11.286
H 6.435 -7.505 -10.239
H 6.700 -11.468 -10.213
H 5.172 -10.832 -10.075
N 8.881 -12.155 -13.603
C 9.048 -13.346 -14.131
N 9.199 -14.386 -13.393
O 9.110 -13.417 -15.330
H 8.686 -12.117 -12.613
H 8.936 -11.329 -14.181
H 9.327 -15.241 -13.916
H 9.218 -14.296 -12.387
N 9.401 -10.324 -7.707
C 8.974 -11.123 -6.762
N 9.854 -11.963 -6.289
O 7.776 -11.108 -6.363
H 8.744 -9.830 -8.294
H 10.309 -10.515 -8.105
H 9.549 -12.577 -5.547
H 10.793 -12.010 -6.656
C 13.952 -8.109 -13.751
C 14.559 -9.300 -14.354
N 15.065 -10.233 -14.827
H 14.869 -7.525 -13.689
H 13.481 -8.289 -12.784
H 13.240 -7.745 -14.492
C 10.536 -10.510 -10.954
C 10.620 -9.835 -12.203
N 10.734 -9.306 -13.219
H 9.900 -9.826 -10.393
H 11.495 -10.581 -10.441
H 10.316 -11.563 -11.131
C 8.972 -15.054 -8.412
C 8.725 -14.002 -9.445
N 8.429 -13.288 -10.299
H 8.162 -15.755 -8.617
H 8.726 -14.590 -7.457
H 9.926 -15.578 -8.456
```



# 2
A molecular structure, CHCl3N2O at a distorted geometry. Source: the OMol25 dataset; level of theory: wB97M-V/def2-TZVPD.

Kohn-Sham gap, eV: 8.5
HOMO, Ha: -0.3516
Energy relative to the best compared isomer or geometry (same formula, charge and spin), kJ/mol: 118.9

Geometry as XYZ:
```
8
CHCl3N2O wB97M-V/def2-TZVPD
C -0.386 0.030 -0.342
N 0.692 -0.269 -0.965
N 0.184 0.630 1.340
O -1.495 -0.170 -0.617
Cl 0.397 -1.219 -2.475
Cl -0.095 -0.866 2.162
Cl -0.915 1.886 1.667
H 1.618 -0.023 -0.768
```



# 3
A molecular structure, C51H51GeKN5O3S4 at a distorted geometry. Source: the OMol25 dataset; level of theory: wB97M-V/def2-TZVPD.

Kohn-Sham gap, eV: 5.7
HOMO, Ha: -0.1548
Energy relative to the best compared isomer or geometry (same formula, charge and spin), kJ/mol: 111.7
Total charge: -1

Geometry as XYZ:
```
116
C51H51GeKN5O3S4 wB97M-V/def2-TZVPD
K 0.729 1.294 0.354
S 2.317 2.480 2.800
S 0.856 3.523 3.738
S -0.172 4.863 2.522
S -1.607 3.936 1.308
O -4.489 -2.987 7.879
C -3.236 -2.584 7.729
O -2.474 -2.659 8.668
C -2.847 -2.156 6.312
C -1.616 -1.513 6.092
C -1.314 -1.123 4.783
C -2.213 -1.286 3.706
C -3.456 -1.838 3.993
C -3.766 -2.250 5.281
N -1.820 -0.902 2.407
C -1.971 -1.797 1.546
C -1.963 -1.665 0.056
C -2.260 -2.881 -0.634
C -2.275 -2.879 -2.030
C -1.982 -1.685 -2.676
C -1.671 -0.559 -1.931
N -1.689 -0.554 -0.553
H -4.991 -2.562 7.197
H -0.962 -1.394 6.907
H -0.327 -0.669 4.664
H -4.211 -1.985 3.164
H -4.758 -2.723 5.395
H -2.261 -2.838 1.809
H -2.438 -3.828 -0.129
H -2.450 -3.765 -2.584
H -2.033 -1.669 -3.766
H -1.413 0.406 -2.389
C 4.938 -0.974 -5.167
C 4.322 0.351 -5.541
C 4.443 0.881 -6.802
C 3.930 2.100 -7.150
C 3.369 2.935 -6.164
C 3.168 2.425 -4.890
C 3.643 1.116 -4.590
N 3.551 0.619 -3.204
C 2.595 -0.394 -3.114
N 1.418 -0.209 -3.845
C 0.670 1.047 -3.768
C 0.595 1.722 -2.555
C -0.227 2.863 -2.552
C -0.866 3.398 -3.644
C -0.737 2.679 -4.856
C 0.006 1.486 -4.950
C 0.236 0.846 -6.307
N 2.737 -1.541 -2.537
C 3.923 -1.818 -1.804
C 4.468 -0.847 -0.976
C 5.586 -1.186 -0.223
C 6.167 -2.424 -0.308
C 5.643 -3.408 -1.127
C 4.503 -3.112 -1.882
C 3.828 -4.268 -2.582
H 6.027 -0.937 -5.471
H 4.408 -1.789 -5.681
H 5.061 -1.034 -4.062
H 5.128 0.290 -7.458
H 4.009 2.502 -8.190
H 3.075 3.956 -6.410
H 2.836 3.052 -4.083
H 3.241 1.368 -2.585
H 0.797 -0.980 -3.574
H -0.293 3.377 -1.619
H -1.423 4.321 -3.693
H -1.269 2.976 -5.766
H 1.151 1.132 -6.682
H -0.560 1.171 -6.960
H 0.247 -0.237 -6.261
H 3.947 0.119 -0.854
H 5.940 -0.511 0.556
H 7.033 -2.637 0.275
H 6.019 -4.399 -1.127
H 4.231 -5.204 -2.261
H 4.023 -4.131 -3.661
H 2.755 -4.171 -2.323
Ge -2.743 2.657 2.811
C -4.005 1.550 1.847
C -4.904 0.623 2.406
C -5.467 -0.354 1.616
C -5.337 -0.340 0.224
C -4.678 0.692 -0.368
C -3.924 1.566 0.437
C -3.586 3.915 4.139
C -3.318 3.670 5.484
C -3.545 4.676 6.453
C -4.013 5.903 6.049
C -4.456 6.094 4.737
C -4.221 5.097 3.788
H -1.826 1.810 3.648
H -5.027 0.597 3.501
H -6.083 -1.119 2.106
H -5.722 -1.066 -0.465
H -4.701 0.738 -1.466
H -3.115 2.141 -0.029
H -2.808 2.751 5.760
H -3.359 4.464 7.503
H -4.203 6.629 6.852
H -4.954 7.055 4.513
H -4.629 5.291 2.800
C 2.578 -2.481 2.682
C 2.639 -3.241 1.324
C 1.294 -2.832 0.678
O 1.040 -1.509 1.184
C 1.924 -1.168 2.262
H 3.591 -2.366 3.157
H 1.922 -2.974 3.401
H 2.675 -4.290 1.481
H 3.515 -2.952 0.706
H 0.555 -3.545 1.082
H 1.327 -2.825 -0.425
H 1.359 -0.655 3.060
H 2.678 -0.472 1.870
```



# 4
2 unconnected molecules or ions with the total composition C10H11NO4 at a distorted geometry. Source: the OMol25 dataset; level of theory: wB97M-V/def2-TZVPD.

Kohn-Sham gap (alpha / beta), eV: 5.0 / 5.0
HOMO (alpha / beta), Ha: -0.3094 / -0.3099
Energy relative to the best compared isomer or geometry (same formula, charge and spin), kJ/mol: 806.9

Geometry as XYZ:
```
26
C10H11NO4 wB97M-V/def2-TZVPD
C -3.419 2.190 -1.471
C -2.163 2.712 -1.682
C -3.606 1.200 -0.499
C -1.119 2.330 -0.887
C -2.571 0.842 0.423
C -1.334 1.387 0.076
C -0.130 1.057 1.171
C 2.789 -0.490 -0.177
C 3.137 -1.841 0.492
C 1.977 -2.702 0.696
N 0.822 -2.290 0.904
O -0.119 1.841 2.073
O 0.298 -0.028 0.789
O -0.286 -2.842 1.053
O 2.181 -4.070 0.587
H -4.058 2.403 -2.274
H -2.154 3.672 -2.187
H -4.564 0.856 -0.332
H -0.149 2.786 -1.130
H -2.586 0.036 1.251
H 2.348 0.193 0.487
H 2.057 -0.560 -1.021
H 3.663 0.097 -0.498
H 3.621 -1.642 1.506
H 3.859 -2.470 -0.095
H 1.507 -4.668 0.747
```